Entry 1:
Density functional theory data (wB97M-V/def2-TZVPD) for one molecule with the formula C4H10NO2P in a non-equilibrium geometry.

```
! RIJCOSX wB97M-V def2-TZVPD def2/J DEFGRID3
* xyz 0 1
C -1.3854 1.0195 -1.4177
P -1.4460 -0.0484 0.0570
O -2.7914 -0.1788 0.6229
N -0.4295 0.6527 1.1706
C 1.0013 0.7282 0.9402
C 1.5287 -0.6989 0.6413
C 0.7065 -1.4074 -0.4438
O -0.6850 -1.4636 -0.3003
H -1.6293 0.4297 -2.2559
H -2.1280 1.8620 -1.3125
H -0.5239 1.5391 -1.5798
H -0.7779 0.4356 2.0951
H 1.4400 1.1240 1.8977
H 0.9442 1.4403 -0.0373
H 2.5738 -0.7083 0.2149
H 1.7099 -1.3259 1.5571
H 0.9693 -0.8737 -1.3870
H 0.9225 -2.5260 -0.4625
*
```

Properties
- relative energy (zero: lowest compared OMol25 entry of this formula, charge and spin) (eV) = 0.506
- HOMO (Ha) = -0.3560
- Kohn-Sham gap (eV) = 10.5
- SMILES = C[P@]1(=O)NCCCO1

=====

Entry 2:
Density functional theory data (wB97M-V/def2-TZVPD) for one molecule with the formula C4H10NO2P in a non-equilibrium geometry.

```
! RIJCOSX wB97M-V def2-TZVPD def2/J DEFGRID3
* xyz 0 1
C -1.5898 -0.5962 0.2599
N -0.3038 -0.0144 0.2988
C 0.8046 -0.7274 -0.0602
C 2.1028 0.0387 0.3707
O 2.1783 1.3512 -0.2372
P 0.9035 2.2997 -0.2817
O 1.2140 3.4679 -1.1104
C -0.4229 1.3199 -0.9565
H -1.6167 -0.9905 -0.8431
H -1.6646 -1.4083 0.9956
H -2.3771 0.0645 0.4804
H 1.0227 -0.8543 -1.2102
H 0.8948 -1.7883 0.4340
H 2.1078 0.0892 1.4808
H 2.9820 -0.4940 0.0044
H 0.3363 2.3805 1.0303
H -0.5466 0.7303 -1.8522
H -1.3452 1.8398 -0.8174
*
```

Properties
- relative energy (zero: lowest compared OMol25 entry of this formula, charge and spin) (eV) = 3.046
- HOMO (Ha) = -0.3365
- Kohn-Sham gap (eV) = 10.0
- SMILES = CN1CCO[P@@H](=O)C1

=====

Entry 3:
Density functional theory data (wB97M-V/def2-TZVPD) for a 2-piece molecular cluster, C4H10NO2S overall in a non-equilibrium geometry.

```
! RIJCOSX wB97M-V def2-TZVPD def2/J DEFGRID3
* xyz -1 1
C 0.6706 1.3644 0.1567
N -0.7354 0.9273 0.0234
C -0.9623 -0.1298 -0.9469
C -2.5045 -0.4340 -0.8976
S -2.7228 -1.6589 0.4213
C -0.2208 -1.4478 -0.5929
O 0.7894 -1.3557 0.0760
H 1.1535 0.9669 1.0559
H 0.7572 2.4598 0.2092
H 1.2230 0.9344 -0.6729
H -0.9755 0.6317 0.9515
H -0.6888 0.2687 -1.9351
H -2.7806 -0.6869 -1.9352
H -3.0347 0.4650 -0.5864
H -0.6321 -2.3921 -0.9547
H 2.8517 -0.2039 1.6772
H 4.1103 0.5647 1.8513
O 3.7018 -0.2737 2.0993
*
```

Properties
- relative energy (zero: lowest compared OMol25 entry of this formula, charge and spin) (eV) = 2.315
- HOMO (Ha) = -0.1066
- Kohn-Sham gap (eV) = 6.2

=====

Entry 4:
Density functional theory data (wB97M-V/def2-TZVPD) for a 2-piece molecular cluster, C4H10NO2S overall in a non-equilibrium geometry.

```
! RIJCOSX wB97M-V def2-TZVPD def2/J DEFGRID3
* xyz 1 1
C -0.2255 -0.0871 1.2419
C 0.0682 -1.4542 -1.1412
C 0.8999 0.9445 -1.1074
C -0.2292 -0.0395 -0.9068
N -1.4341 0.4262 -1.3001
O 0.5620 -0.1223 3.8129
O -1.1279 0.5985 1.9113
S 0.9568 -0.7302 2.3119
H -0.7054 -2.1894 -1.0471
H 0.5723 -1.3761 -2.1566
H 0.7701 -1.7697 -0.3603
H 1.8694 0.5244 -1.2416
H 0.8151 1.5731 -2.0669
H 0.9217 1.6117 -0.3370
H -2.1400 -0.2939 -1.4947
H -1.3593 1.3276 -1.6892
H -1.6460 1.1731 1.3062
H 1.4319 -0.1165 4.2645
*
```

Properties
- relative energy (zero: lowest compared OMol25 entry of this formula, charge and spin) (eV) = 3.010
- HOMO (Ha) = -0.5063
- Kohn-Sham gap (eV) = 9.8

=====

Entry 5:
Density functional theory data (wB97M-V/def2-TZVPD) for C4H10NO3 as an isolated structure in a non-equilibrium geometry.

```
! RIJCOSX wB97M-V def2-TZVPD def2/J DEFGRID3
* xyz -1 1
C 1.4325 -0.8768 -0.1156
N 0.9240 0.3799 -0.0513
C 1.7365 1.6502 0.1633
C -0.4890 0.7464 -0.5104
C -1.6715 0.2638 0.4615
O -2.4611 -0.7103 -0.0286
O 2.6568 -1.1064 -0.0635
H 0.7019 -1.6966 -0.3920
H 2.7986 1.5111 0.4484
H 1.8207 2.2070 -0.7640
H 1.2467 1.9604 1.1126
H -0.5820 1.8770 -0.5723
H -0.7442 0.3372 -1.4641
H -2.4149 1.0353 0.7012
H -1.1490 0.0445 1.4114
H -0.6727 -2.9147 0.3617
H -1.9576 -1.8416 -0.1940
O -1.1757 -2.8665 -0.5045
*
```

Properties
- relative energy (zero: lowest compared OMol25 entry of this formula, charge and spin) (eV) = 3.314
- HOMO (Ha) = -0.1502
- Kohn-Sham gap (eV) = 7.6

=====

Entry 6:
Density functional theory data (wB97M-V/def2-TZVPD) for a 2-piece molecular cluster, C4H10NO3 overall in a non-equilibrium geometry.

```
! RIJCOSX wB97M-V def2-TZVPD def2/J DEFGRID3
* xyz -1 1
C -0.8699 -0.6519 0.5046
N -1.7915 0.4126 0.4045
C -1.7393 1.3569 -0.6805
O -2.6464 2.2284 -0.5901
O -0.8511 1.2669 -1.5472
C 0.3881 -0.4192 1.4032
C 1.6203 -1.1268 0.8413
H -0.6182 -1.0593 -0.4795
H -1.3341 -1.5489 1.0075
H -2.4147 0.5724 1.1668
H 0.5804 0.6583 1.3841
H 0.1250 -0.7152 2.4221
H 1.9368 -0.5803 -0.0520
H 2.4737 -1.3270 1.4952
H 1.2580 -2.0925 0.4626
H 1.1154 1.4487 -1.9615
H 1.3053 0.3187 -2.9466
O 1.4622 1.2581 -2.8345
*
```

Properties
- relative energy (zero: lowest compared OMol25 entry of this formula, charge and spin) (eV) = 0.793
- HOMO (Ha) = -0.1523
- Kohn-Sham gap (eV) = 7.8

=====

Entry 7:
Density functional theory data (wB97M-V/def2-TZVPD) for C4H10NO3 as an isolated structure in a non-equilibrium geometry.

```
! RIJCOSX wB97M-V def2-TZVPD def2/J DEFGRID3
* xyz -1 1
O 0.4608 -1.7073 1.8788
C 0.1855 -0.4249 1.7138
O 0.1694 0.4865 2.5280
C -0.2590 -0.2038 0.2304
C -0.7057 1.2164 -0.1171
C -1.7274 1.1272 -1.2746
N 0.8474 -0.6297 -0.5972
H -1.1690 -0.8441 0.1510
H -1.1106 1.6270 0.8231
H -0.0117 2.0172 -0.4057
H -1.2318 0.8328 -2.1996
H -2.0945 2.1241 -1.5872
H -2.6183 0.5815 -0.9962
H 1.3157 -0.9869 1.4727
H 0.9769 -1.6350 -0.6643
H 0.8189 -0.2745 -1.6025
H 0.8073 0.9480 -3.3496
O 1.0205 0.0078 -3.2992
*
```

Properties
- relative energy (zero: lowest compared OMol25 entry of this formula, charge and spin) (eV) = 5.007
- HOMO (Ha) = -0.1201
- Kohn-Sham gap (eV) = 6.6

=====

Entry 8:
Density functional theory data (wB97M-V/def2-TZVPD) for a 2-piece molecular cluster, C4H10NO3 overall in a non-equilibrium geometry.

```
! RIJCOSX wB97M-V def2-TZVPD def2/J DEFGRID3
* xyz -1 1
C 0.9015 -1.7333 -0.0833
N 0.3965 -0.2927 0.1926
C 0.8293 0.3123 1.4746
C 0.7014 0.7049 -0.8648
C -0.6769 1.6593 -0.8525
O -0.4775 2.5930 -0.0809
O -1.6389 1.4787 -1.6170
H 1.3106 -1.5632 -1.0157
H -0.0737 -2.2077 -0.2798
H 1.3213 -2.3313 0.6694
H 1.9132 0.3912 1.7564
H 0.2593 -0.2519 2.3414
H 0.4998 1.3282 1.5594
H 1.5204 1.2448 -0.5854
H 0.8896 0.3837 -1.9776
H -1.9091 -1.0718 -0.1102
H -2.9549 0.1326 -0.1932
O -2.8119 -0.7767 -0.3332
*
```

Properties
- relative energy (zero: lowest compared OMol25 entry of this formula, charge and spin) (eV) = 3.222
- HOMO (Ha) = -0.1359
- Kohn-Sham gap (eV) = 7.4

=====

Entry 9:
Density functional theory data (wB97M-V/def2-TZVPD) for a 2-piece molecular cluster, C4H10NO3 overall in a non-equilibrium geometry.

```
! RIJCOSX wB97M-V def2-TZVPD def2/J DEFGRID3
* xyz -1 1
C 0.4923 -1.5354 1.0424
N 1.0135 -0.5385 0.2298
C 1.9345 0.4255 0.8113
C 0.1957 -0.1304 -0.9831
C -0.5847 1.2467 -1.2122
O -1.6417 0.7754 -1.9212
O 1.0396 -1.8024 2.1693
H -0.2750 -2.0875 0.5979
H 2.9205 0.1811 0.2932
H 1.4979 1.4865 0.5839
H 1.9906 0.3125 1.8500
H 0.9455 -0.0300 -1.7490
H -0.6038 -0.9481 -1.3006
H 0.1414 1.8218 -1.8718
H -0.6698 1.8408 -0.2456
H -2.8803 -0.7652 -0.0536
H -2.8205 0.3422 0.9063
O -2.6956 -0.5950 0.8529
*
```

Properties
- relative energy (zero: lowest compared OMol25 entry of this formula, charge and spin) (eV) = 3.777
- HOMO (Ha) = -0.1089
- Kohn-Sham gap (eV) = 6.8

=====

Entry 10:
Density functional theory data (wB97M-V/def2-TZVPD) for a 2-piece molecular cluster, C4H10NO3 overall in a non-equilibrium geometry.

```
! RIJCOSX wB97M-V def2-TZVPD def2/J DEFGRID3
* xyz -1 1
O -1.1573 0.7781 -1.8678
C -0.9151 0.5041 -0.7305
N -0.1808 1.3827 -0.0533
C 0.8321 0.9067 1.0045
O 1.9730 0.5560 0.5870
C -1.6206 -0.6846 -0.0612
C -2.2215 -1.6491 -1.0614
H 0.0968 2.2103 -0.5136
H 0.1037 0.2583 1.6384
H 0.9138 1.8583 1.6384
H -0.7643 -1.3233 0.5446
H -2.4753 -0.2832 0.5533
H -3.2236 -1.5145 -1.1830
H -2.1165 -2.8176 -0.7541
H -2.1834 -1.2713 -2.0805
H 4.6538 -0.0346 0.2967
H 3.6782 0.7048 0.9823
O 4.6068 0.4188 1.0602
*
```

Properties
- relative energy (zero: lowest compared OMol25 entry of this formula, charge and spin) (eV) = 3.359
- HOMO (Ha) = -0.1348
- Kohn-Sham gap (eV) = 7.4

=====

Entry 11:
Density functional theory data (wB97M-V/def2-TZVPD) for a 2-piece molecular cluster, C4H10NO3 overall in a non-equilibrium geometry.

```
! RIJCOSX wB97M-V def2-TZVPD def2/J DEFGRID3
* xyz -1 1
O -0.5159 2.0931 0.0685
C -1.3989 1.2002 -0.0778
O -2.4759 1.1008 0.5400
C -1.1988 0.2085 -1.2710
C -0.3047 -0.9783 -0.9643
C 0.9532 -0.6677 -0.1072
N 2.2779 -1.0299 -0.5428
H -0.8745 0.9639 -2.0341
H -2.1760 -0.2039 -1.4910
H -0.2277 -1.5561 -1.9197
H -0.8669 -1.4985 -0.1589
H 0.9261 0.4254 0.0598
H 0.7124 -1.0756 0.9121
H 2.7418 -0.4537 -1.2261
H 2.4287 -1.9746 -0.8623
H -0.7425 1.0635 3.1170
H 0.5519 1.4766 2.6326
O 0.1897 0.9066 3.3251
*
```

Properties
- relative energy (zero: lowest compared OMol25 entry of this formula, charge and spin) (eV) = 1.525
- HOMO (Ha) = -0.1554
- Kohn-Sham gap (eV) = 8.2

=====

Entry 12:
Density functional theory data (wB97M-V/def2-TZVPD) for one molecule with the formula C4H10NO3PS in a non-equilibrium geometry.

```
! RIJCOSX wB97M-V def2-TZVPD def2/J DEFGRID3
* xyz 0 1
C 0.1913 2.3906 0.8923
C -0.4711 1.9237 2.1472
C 0.9508 -2.7148 -2.0607
C 0.3447 -2.0042 -0.8627
N -0.4791 1.8881 -0.3724
O -2.5916 0.0848 -1.0069
O 0.7191 -0.4842 2.1703
O 0.2322 -0.5252 -1.0667
P -0.9334 0.3015 -0.2784
S -0.5949 0.1259 2.0140
H 0.2122 3.4714 0.7481
H 1.2410 2.0950 0.9275
H 0.2370 2.2060 2.9791
H -1.4431 2.1939 2.2446
H 1.2157 -3.8364 -1.9085
H 0.3732 -2.7936 -2.9299
H 1.7985 -2.1728 -2.3621
H 1.0274 -1.9772 0.0137
H -0.6620 -2.4714 -0.6212
H -1.3680 2.2988 -0.6674
*
```

Properties
- relative energy (zero: lowest compared OMol25 entry of this formula, charge and spin) (eV) = 2.950
- HOMO (Ha) = -0.3375
- Kohn-Sham gap (eV) = 9.3

=====

Sequential electronic energy output: -19185.2297 -19182.6897 -20730.6224 -20721.0039 -11942.0825 -11944.6038 -11940.3896 -11942.1752 -11941.6200 -11942.0382 -11943.8716 -32064.7087 eV